<1>
13
Properties=species:S:1:pos:R:3 method="wB97M-V/def2-TZVPD" multiplicity=1 gap_ha="0.2844 / 0.2844" homo_energy_ev="-7.976 / -7.975"
C -0.58723 -0.35832 1.68767
C 0.74258 0.02992 1.88735
C -0.97072 -0.84520 0.46393
C 0.51317 0.49472 -1.93030
N 0.62003 -0.13877 -0.70101
S 1.62814 0.47101 0.52634
Br -2.79284 -0.49178 -0.19404
H -1.38358 -0.16151 2.52639
H 1.16591 0.51903 2.76898
H -0.62354 -1.61087 -0.12261
H 0.44389 -0.26780 -2.77569
H -0.22029 1.34437 -2.10515
H 1.46446 1.01519 -2.03185

=====

<2>
13
Properties=species:S:1:pos:R:3 method="wB97M-V/def2-TZVPD" multiplicity=1 gap_ha=0.2594 homo_energy_ev=-8.065
C -2.91712 -0.02382 0.21606
C -0.79451 0.31219 1.27758
C -0.06982 -0.74862 0.32084
C 0.18505 -0.21892 -1.11844
N -2.11738 0.65429 0.87894
S -1.19585 -2.11617 0.12526
Br -4.63944 -0.06060 -0.16206
H -0.80462 -0.11674 2.34219
H -0.12212 1.15891 1.33595
H 0.79637 -0.96915 0.77099
H 1.04969 -0.54703 -1.45865
H 0.20682 0.83496 -1.23965
H -0.60179 -0.56275 -1.69730

=====

In hartree, relative to the most stable structure: <1> 0.0203; <2> 0.0000.

=====

<1>
49
Properties=species:S:1:pos:R:3 method="wB97M-V/def2-TZVPD" multiplicity=1 gap_ha=0.2719 homo_energy_ev=-7.160
C -0.81928 -3.50490 1.09868
H -1.38550 -3.47155 1.86686
C -1.42808 -2.90913 -0.25945
N -1.99513 -1.66193 -0.09752
C -3.35859 -1.61084 -0.08505
O -4.25087 -2.42543 0.08948
C -3.92829 -0.12078 0.38271
N -2.88124 0.86795 0.74986
C -1.60577 0.71837 0.37474
C -0.56092 1.66370 0.55382
C 0.65950 1.70817 0.22301
C 1.02420 0.37176 -0.38550
C 0.20652 -0.92717 -0.50365
C -1.11084 -0.48200 0.02858
H 0.52597 -1.69609 -0.92167
C 2.43635 -0.07339 -0.61157
O 2.78090 -1.12591 -1.44254
N 3.44799 0.72151 -0.17938
H 3.36775 1.54745 0.39771
C 4.85017 0.60098 -0.43037
C 5.58558 0.03314 0.60150
O 6.83820 -0.25727 0.59345
C 7.83896 0.81786 0.22331
H 7.59260 1.21242 -0.63534
H 8.83997 0.43833 -0.07605
H 7.87187 1.50036 0.93281
H 5.14327 -1.04783 1.05675
H 5.64355 0.96817 1.45169
H 4.84896 -0.23371 -1.22806
H 5.36080 1.44901 -0.83313
H 1.41265 2.45352 0.22170
H -0.91788 2.66122 0.79015
C -3.38465 2.19828 1.15612
C -3.79884 2.73845 -0.19565
C -4.79615 1.94147 -0.96204
C -4.16859 0.79878 -1.11958
H -3.28711 0.63294 -1.95470
H -4.94946 -0.02450 -1.37433
H -5.72776 1.99542 -0.40648
H -5.07615 2.59311 -1.84192
H -2.78718 2.93788 -0.60039
H -4.35021 3.91640 0.27800
H -4.41768 1.96769 1.76450
H -2.76782 2.60561 1.75868
H -4.84641 0.04474 0.76809
H -0.78772 -3.13339 -1.12445
H -2.40066 -3.70796 -0.36742
H 0.14290 -3.05237 1.26810
H -0.53537 -4.44409 0.76058

=====

<2>
49
Properties=species:S:1:pos:R:3 method="wB97M-V/def2-TZVPD" multiplicity=1 gap_ha=0.3389 homo_energy_ev=-8.471
C 0.75323 5.28784 -0.06526
H -0.31321 5.50228 -0.07465
H 1.11529 5.30908 -1.08856
H 1.25190 6.07704 0.49123
C 1.03191 3.93460 0.60943
N 0.35055 2.79341 0.01454
C -1.08089 2.74854 0.22952
H -1.52503 2.09739 -0.52741
C -1.38243 2.15188 1.61188
N -0.71924 0.87782 1.74535
C -1.37230 -0.26824 1.97379
O -2.56202 -0.35458 2.20427
C -0.45412 -1.49975 1.91959
N -0.04396 -1.79135 0.55765
C 1.12046 -1.27237 0.10911
O 1.80626 -0.51761 0.77683
C 1.49826 -1.66074 -1.31072
H 2.58642 -1.66124 -1.40139
O 1.05611 -2.93838 -1.70559
C -0.24936 -3.19947 -1.38540
C -0.97124 -4.08826 -2.16586
C -2.29217 -4.36255 -1.85653
C -2.89791 -3.73249 -0.78365
C -2.17962 -2.85674 0.01314
C -0.84306 -2.60432 -0.26673
H -2.66441 -2.36498 0.84097
H -3.93480 -3.92398 -0.55609
H -2.84972 -5.05696 -2.46558
H -0.47940 -4.55301 -3.00517
H 1.09361 -0.88891 -1.98829
H 0.45300 -1.29960 2.49629
H -0.97580 -2.36435 2.33225
H 0.26046 0.86964 1.48457
H -2.45444 1.98671 1.73580
H -1.03370 2.82479 2.40133
H -1.56861 3.73138 0.15026
C 0.79483 2.49006 -1.33030
C 2.28087 2.13858 -1.30817
C 3.08404 3.29495 -0.72572
C 2.53397 3.62750 0.65676
H 3.06530 4.47813 1.08665
H 2.68638 2.76284 1.30507
H 4.13664 3.01755 -0.64707
H 3.01856 4.16501 -1.38187
H 2.61775 1.90385 -2.31972
H 2.42185 1.25925 -0.67808
H 0.22363 1.62791 -1.68889
H 0.61642 3.31927 -2.03633
H 0.67320 4.00810 1.64321

=====

In hartree, relative to the most stable structure: <1> 0.5572; <2> 0.0000.

=====

<1>
21
Properties=species:S:1:pos:R:3 method="wB97M-V/def2-TZVPD" multiplicity=2 gap_ha="0.0933 / 0.4022" s_squared=0.75 homo_energy_ev="0.540 / -7.918" total_charge=-1
O -2.34577 0.24769 -1.86335
H -1.54887 -0.01759 -1.40419
H -2.13680 0.13613 -2.79077
O 1.24453 0.03512 -2.96361
H 1.77918 -0.29593 -2.24195
H 0.55806 -0.62259 -3.07507
O -1.75934 1.33162 1.72907
H -1.98979 0.45538 2.03783
H -2.52439 1.86813 1.93663
O 0.54628 0.03698 0.87057
H 0.04217 0.84795 0.80388
H 1.03625 -0.00922 0.04958
O -0.62322 4.14238 1.56806
H -1.10221 3.78260 2.31464
H -0.71097 3.47846 0.88414
O 2.41947 -1.72883 -0.78332
H 1.90730 -2.43068 -0.38169
H 3.22837 -2.15445 -1.06752
O 1.00286 -3.18946 1.35464
H 0.20886 -3.65113 1.62417
H 0.76803 -2.26255 1.39827

=====

<2>
21
Properties=species:S:1:pos:R:3 method="wB97M-V/def2-TZVPD" multiplicity=2 gap_ha="0.1242 / 0.3965" s_squared=0.75 homo_energy_ev="-0.166 / -7.624" total_charge=-1
O -0.16345 0.08669 -0.75356
H -0.96745 -0.28255 -0.38821
H 0.45286 0.09150 -0.02119
O -2.57159 0.14554 1.20374
H -3.18028 0.03282 1.93382
H -1.84414 -0.44324 1.40469
O 0.91941 -0.01509 -3.45907
H 1.25384 -0.91181 -3.47561
H 0.59237 0.10266 -2.56721
O 3.60951 0.93325 -0.85674
H 4.13697 0.13914 -0.77070
H 2.99005 0.88999 -0.12830
O -0.33215 -1.08760 2.07821
H -0.26489 -1.35538 2.99473
H 0.51631 -0.69064 1.88129
O 2.15309 -0.57119 1.09423
H 2.75062 -1.26506 1.37307
H 2.47145 0.21342 1.54063
O -4.46913 1.07408 -1.04995
H -4.42975 1.95729 -1.41686
H -3.62364 0.95616 -0.61696

=====

In hartree, relative to the most stable structure: <1> 0.0109; <2> 0.0000.